1.
DFT (ωB97M-V with the def2-TZVPD basis set) results for a 2-piece molecular cluster, C3H9NO2 overall at a distorted geometry.

The geometry in XYZ format:
```
15
C3H9NO2 | OMol25 | ωB97M-V with the def2-TZVPD basis set
O -1.28 1.25 -0.73
H 1.65 -1.07 2.15
O -0.85 -0.16 1.58
C -0.46 -1.47 1.66
N 0.97 1.31 -1.75
H 1.06 -2.79 2.43
C 0.80 -1.79 2.01
H -1.39 2.15 -0.37
H 1.27 1.34 -0.75
H -1.21 -2.22 1.49
H 1.55 0.58 -2.12
H -0.94 1.71 -2.62
H -0.16 0.15 0.96
H -0.56 -0.03 -2.03
C -0.45 1.06 -1.90
```

Summary:
* SMILES string: C=CO.NCO
* net charge: 0
* lowest unoccupied orbital energy: 0.842 eV
* Kohn-Sham gap: 0.3662 Ha

2.
DFT (ωB97M-V with the def2-TZVPD basis set) results for a 2-piece molecular cluster, C3H9NO2 overall at a distorted geometry.

The geometry in XYZ format:
```
15
C3H9NO2 | OMol25 | ωB97M-V with the def2-TZVPD basis set
C 1.22 -0.44 -0.66
H 1.03 0.88 2.06
H -1.35 -0.38 -0.64
H 1.91 -0.81 1.94
O 1.03 -0.25 -1.87
C 1.01 -0.22 1.80
C -1.08 -0.16 0.40
H 2.08 -1.10 -0.27
H -1.62 -1.00 1.04
H 0.26 -0.49 2.52
N 0.41 -0.40 0.45
O -1.44 1.42 -2.23
H -1.20 0.96 0.81
H -0.70 0.71 -2.15
H -1.58 1.28 -3.21
```

Summary:
* SMILES string: CN(C)C=O.O
* net charge: 0
* lowest unoccupied orbital energy: 0.734 eV
* Kohn-Sham gap: 0.3844 Ha

3.
DFT (ωB97M-V with the def2-TZVPD basis set) results for a 2-piece molecular cluster, C3H9NO2 overall at a distorted geometry.

The geometry in XYZ format:
```
15
C3H9NO2 | OMol25 | ωB97M-V with the def2-TZVPD basis set
H 2.48 -1.22 -1.52
H -2.76 1.01 1.93
C 1.50 -0.75 -1.50
C -0.89 0.57 1.14
O -0.84 1.31 0.20
H 1.78 0.70 -2.81
H 0.79 -1.43 -1.96
H -2.56 -0.61 1.39
H 1.25 -0.78 -0.45
H 0.96 -0.26 1.00
H 0.47 0.89 -2.08
C -2.08 0.18 1.98
H -1.78 -0.27 2.92
N 1.45 0.69 -1.84
O 0.23 -0.04 1.60
```

Summary:
* SMILES string: CC(=O)O.CN
* net charge: 0
* lowest unoccupied orbital energy: 0.814 eV
* Kohn-Sham gap: 0.3950 Ha

4.
DFT (ωB97M-V with the def2-TZVPD basis set) results for a 2-piece molecular cluster, C3H9NO2 overall at a distorted geometry.

The geometry in XYZ format:
```
15
C3H9NO2 | OMol25 | ωB97M-V with the def2-TZVPD basis set
H 0.66 1.93 -0.99
O -1.05 -2.58 -0.88
H 2.15 0.27 -0.90
C -1.74 -1.39 1.03
H -1.57 -0.36 -2.02
H -2.68 -1.68 1.45
N 1.01 1.85 -0.04
O -1.31 -0.42 -1.10
H -0.94 -1.75 1.69
H 2.44 0.55 0.83
H 3.06 1.70 -0.38
H 0.94 2.71 0.47
H -1.69 -0.29 1.31
C 2.23 1.04 -0.10
C -1.51 -1.58 -0.38
```

Summary:
* SMILES string: CC(=O)O.CN
* net charge: 0
* lowest unoccupied orbital energy: 0.720 eV
* Kohn-Sham gap: 0.3489 Ha

5.
DFT (ωB97M-V with the def2-TZVPD basis set) results for a 2-piece molecular cluster, C3H9NO2 overall at a distorted geometry.

The geometry in XYZ format:
```
15
C3H9NO2 | OMol25 | ωB97M-V with the def2-TZVPD basis set
H 0.43 -3.00 -1.27
H 0.16 1.93 3.43
H -1.62 0.18 -1.04
H 0.28 1.19 0.42
N 0.02 1.24 2.69
H -0.41 -2.64 -2.77
C 0.08 1.79 1.32
H 0.74 2.71 1.33
O -1.32 -0.47 -1.64
O 0.65 -0.27 -0.64
C 0.24 -2.22 -2.08
H 0.56 0.46 2.95
H 1.19 -2.13 -2.64
C -0.05 -0.95 -1.31
H -0.95 2.19 1.25
```

Summary:
* SMILES string: CC(=O)O.CN
* net charge: 0
* lowest unoccupied orbital energy: 0.777 eV
* Kohn-Sham gap: 0.3427 Ha

6.
DFT (ωB97M-V with the def2-TZVPD basis set) results for a 2-piece molecular cluster, C3H9NO2 overall at a distorted geometry.

The geometry in XYZ format:
```
15
C3H9NO2 | OMol25 | ωB97M-V with the def2-TZVPD basis set
C 2.25 0.59 -1.16
H -2.40 0.87 1.63
H 2.09 1.19 -0.37
H 1.24 0.31 -1.50
C -1.49 0.29 1.68
O 2.85 -0.63 -0.86
O -0.55 -1.64 0.92
H 2.26 -1.05 -0.30
H -1.59 -0.97 -1.46
H 2.81 0.93 -1.97
H -2.36 0.27 -0.85
N -1.83 -0.54 -0.64
C -1.26 -0.77 0.61
H -0.75 1.19 1.57
H -1.27 -0.03 2.69
```

Summary:
* SMILES string: CC(N)=O.CO
* net charge: 0
* lowest unoccupied orbital energy: 0.670 eV
* Kohn-Sham gap: 0.3964 Ha